Record 1
{"formula": "C6F4IN", "method": "ωB97M-V with the def2-TZVPD basis set", "largest_force_ha_per_bohr": 0.1151, "energy_ev": -26671.7111, "species": ["C", "C", "C", "C", "C", "C", "N", "F", "F", "F", "F", "I"], "positions_angstrom": [[-0.899780, -2.500546, 0.071093], [-0.816479, -3.686443, -0.197584], [2.049677, 1.955073, 0.727138], [1.168106, 1.385666, -0.123125], [-0.145015, 1.184182, 0.246263], [-1.135863, 0.659642, -0.594753], [2.873302, 2.529670, 1.336639], [-0.268718, -4.851475, -0.157225], [1.486951, 1.022842, -1.379604], [-0.471992, 1.367520, 1.621395], [-0.881119, 0.693334, -1.839713], [-2.959074, 0.240537, 0.289477]], "forces_ev_per_angstrom": [[-0.4, 2.5, -0.1], [1.0, -0.3, 0.1], [4.6, 2.6, 2.6], [-3.9, -1.8, -2.3], [1.1, 0.0, 3.0], [-1.2, -0.9, 1.7], [-2.0, -1.4, -1.2], [-0.2, -1.1, -0.2], [0.5, 0.7, 1.5], [0.8, -0.2, -3.3], [-0.6, -0.4, -0.8], [0.4, 0.3, -0.9]]}

***

Record 2
{"formula": "C21H57N3O10PSn3", "method": "ωB97M-V with the def2-TZVPD basis set", "charge": 3, "largest_force_ha_per_bohr": 0.0784, "de_lowest_kcal_mol": 0.0, "species": ["Sn", "Sn", "Sn", "P", "O", "O", "O", "O", "C", "C", "C", "O", "H", "H", "H", "H", "H", "H", "H", "H", "C", "C", "C", "O", "H", "H", "H", "H", "H", "H", "H", "H", "C", "C", "C", "O", "H", "H", "H", "H", "H", "H", "H", "H", "C", "C", "C", "O", "C", "N", "H", "H", "H", "H", "H", "H", "H", "H", "H", "H", "H", "C", "C", "C", "O", "C", "N", "H", "H", "H", "H", "H", "H", "H", "H", "H", "H", "H", "C", "C", "C", "O", "C", "N", "H", "H", "H", "H", "H", "H", "H", "H", "H", "H", "H"], "positions_angstrom": [[-0.530788, -4.111284, -2.185968], [-4.524423, -2.108956, -0.389340], [-1.005729, -3.066675, 2.378253], [-1.200752, -1.208274, -0.456216], [-0.737666, 0.163469, -0.816283], [0.031514, -2.126522, -0.152354], [-2.025258, -1.816234, -1.622669], [-2.062316, -1.278343, 0.845317], [2.197205, 2.211826, -0.725933], [1.314382, 2.421920, 0.514956], [0.050500, 3.193248, 0.190577], [1.004545, 1.054354, 0.899180], [2.226463, 3.172340, -1.262990], [1.659695, 1.618149, -1.466524], [3.227664, 1.986289, -0.472564], [1.872460, 2.958612, 1.281236], [-0.436700, 2.738067, -0.676414], [0.358984, 4.167287, -0.197460], [-0.610455, 3.296437, 1.048538], [0.328129, 0.716369, 0.267453], [-3.046333, 1.557404, 2.998711], [-2.354395, 0.365334, 3.673191], [-2.567400, 0.394077, 5.178049], [-2.976515, -0.821658, 3.147662], [-4.110491, 1.512580, 3.258823], [-2.909376, 1.327287, 1.935805], [-2.875692, 2.611308, 3.212298], [-1.270303, 0.347173, 3.520332], [-1.967985, -0.366937, 5.679599], [-3.623577, 0.300681, 5.430591], [-2.254058, 1.351581, 5.596307], [-2.724311, -0.857421, 2.205642], [0.260393, -0.840852, -5.779133], [-0.782484, -0.532901, -4.699985], [-1.902769, 0.242481, -5.375549], [-1.230504, -1.812485, -4.212501], [0.877632, 0.036344, -5.962509], [-0.194175, -1.297026, -6.655719], [0.950596, -1.609367, -5.409992], [-0.286625, 0.040961, -3.912515], [-2.614220, 0.519305, -4.583605], [-2.420840, -0.290178, -6.167975], [-1.633662, 1.236079, -5.737756], [-1.543814, -1.639962, -3.313276], [-2.816239, 3.119359, -2.734460], [-3.460570, 2.833468, -1.397770], [-4.767240, 3.606738, -1.179410], [-4.660822, 4.966904, -1.418226], [-3.882895, 5.646763, -0.432114], [-3.479789, 1.396454, -1.146319], [-3.479310, 2.778141, -3.538902], [-1.882236, 2.575525, -2.907032], [-2.624578, 4.169527, -2.940718], [-2.713832, 3.191982, -0.663011], [-5.110594, 3.387764, -0.157101], [-5.525981, 3.180247, -1.840134], [-4.469371, 6.542668, -0.191469], [-3.058178, 6.232984, -0.854070], [-3.634356, 5.046581, 0.436833], [-3.606908, 1.119955, -0.181848], [-2.550525, 1.072935, -1.416925], [3.568376, -0.290362, 2.577689], [2.777775, -1.560724, 2.818863], [2.931753, -2.171493, 4.204897], [4.126375, -2.890650, 4.246852], [4.365133, -3.521775, 5.487298], [1.352744, -1.296660, 2.516900], [3.109921, 0.562089, 3.090629], [3.669949, 0.022588, 1.540360], [4.574625, -0.371408, 2.993674], [3.126081, -2.329219, 2.121370], [2.042915, -2.792220, 4.405959], [2.996880, -1.422342, 5.006781], [3.730485, -4.382068, 5.724260], [4.071024, -2.801923, 6.267246], [5.410425, -3.743853, 5.671035], [1.210317, -0.372461, 2.938286], [1.185211, -1.033945, 1.544946], [3.788218, -0.922604, -1.866165], [2.990420, -2.165024, -2.287877], [3.258205, -3.218745, -1.227655], [2.366833, -4.329852, -1.193944], [2.483789, -4.987667, 0.042535], [1.580101, -1.804151, -2.385853], [3.424543, -0.611758, -0.885727], [3.765092, -0.139608, -2.617999], [4.821110, -1.248720, -1.712792], [3.353142, -2.514099, -3.257198], [3.158563, -2.664198, -0.275060], [4.294608, -3.538467, -1.088387], [2.151088, -6.024665, 0.118743], [1.933686, -4.465436, 0.845328], [3.512139, -5.035847, 0.412676], [1.406328, -0.896562, -2.809207], [1.249026, -1.660054, -1.433077]], "forces_ev_per_angstrom": [[2.0, 3.5, 0.0], [2.3, 1.8, -0.6], [1.3, 3.1, -0.9], [2.5, 1.2, -0.4], [-0.8, -0.4, -0.2], [-1.3, -2.1, 0.6], [-2.0, -2.3, 0.2], [-1.6, -1.8, 0.3], [-0.7, 2.5, -0.3], [0.1, -1.4, -1.3], [0.6, 0.2, -0.7], [-0.2, 0.2, 1.3], [0.4, 0.1, 0.2], [0.4, -0.8, 0.3], [-0.1, -0.7, -0.2], [0.0, -0.5, 0.3], [-0.3, -0.2, 0.3], [-0.2, 0.2, 0.4], [-0.1, 0.0, -0.1], [0.4, 0.6, 0.1], [-0.8, -0.8, -0.5], [-0.3, 1.4, 1.7], [0.1, 0.1, 0.1], [0.7, -1.1, -0.1], [0.0, -0.5, -0.3], [-0.3, 0.7, -0.2], [1.2, -0.3, 0.2], [0.0, 0.0, -0.5], [-0.2, -0.1, 0.1], [0.0, -0.3, 0.0], [0.1, 0.0, -0.2], [-0.3, 0.5, 0.3], [0.6, -0.7, 1.0], [1.2, -0.2, -2.5], [-0.9, 0.7, 1.6], [-0.3, -0.3, 0.9], [-0.3, 0.1, -0.5], [-0.1, 0.5, -0.2], [0.0, 0.1, 0.1], [-0.4, 0.0, 0.3], [-0.4, -0.3, -0.2], [0.2, -0.2, 0.1], [0.6, -0.3, -0.2], [-0.4, 0.2, -0.2], [-0.5, -0.6, -1.2], [1.2, 1.0, 0.2], [-0.3, -1.1, 0.2], [0.6, -0.4, 0.1], [-0.8, 2.1, -0.6], [-0.1, -1.1, 0.0], [-0.1, 0.1, 0.0], [0.1, 0.0, 0.4], [-0.1, 0.1, 0.4], [-0.3, 0.2, 0.2], [0.0, 0.2, 0.1], [0.0, 0.2, -0.2], [-0.4, -0.5, 0.8], [0.7, -1.1, -0.3], [0.1, 0.0, 0.0], [0.1, 0.7, 0.2], [-0.2, -0.4, 0.0], [0.5, 0.7, 0.5], [0.3, -0.8, -0.8], [0.2, 0.3, 0.5], [0.2, -0.7, -0.9], [-0.7, 1.0, 1.6], [-1.4, 0.2, 0.2], [-0.1, -0.1, 0.1], [-0.2, -0.3, -0.1], [0.0, -0.2, 0.0], [0.0, -0.1, 0.1], [0.1, -0.2, 0.0], [-0.4, 0.2, -0.1], [0.1, -0.3, -0.7], [0.3, 0.0, 0.1], [0.1, -0.1, -0.6], [-0.7, -0.3, 0.3], [0.6, -0.2, -0.2], [0.5, -1.1, 0.2], [0.9, 0.2, -0.9], [-0.3, 1.1, 1.7], [-0.7, -0.5, -0.6], [0.2, -0.3, 1.7], [-1.2, -1.3, 0.9], [-0.1, 0.5, -0.2], [-0.1, 0.1, 0.1], [0.1, 0.3, -0.2], [-0.1, 0.0, -0.1], [-0.6, -0.1, 0.1], [0.1, -0.3, -1.1], [-0.3, 0.0, -1.0], [0.0, 0.3, -0.2], [0.1, 0.2, -0.3], [0.3, -0.3, -0.7], [0.0, -0.1, 0.0]]}

***

Record 3
{"formula": "C36H58BaN3O16", "method": "ωB97M-V with the def2-TZVPD basis set", "charge": 1, "largest_force_ha_per_bohr": 0.0427, "de_lowest_kcal_mol": 0.0, "species": ["Ba", "C", "C", "O", "O", "H", "H", "H", "C", "C", "C", "C", "C", "C", "N", "O", "O", "H", "H", "H", "H", "H", "C", "C", "C", "C", "C", "C", "N", "O", "O", "H", "H", "H", "H", "H", "C", "C", "C", "C", "C", "C", "N", "O", "O", "H", "H", "H", "H", "H", "C", "O", "C", "C", "O", "C", "H", "H", "H", "H", "H", "H", "H", "H", "H", "H", "C", "O", "C", "C", "O", "C", "H", "H", "H", "H", "H", "H", "H", "H", "H", "H", "C", "O", "C", "C", "O", "C", "H", "H", "H", "H", "H", "H", "H", "H", "H", "H", "C", "O", "C", "C", "O", "C", "H", "H", "H", "H", "H", "H", "H", "H", "H", "H"], "positions_angstrom": [[16.413060, 15.044180, -10.218066], [16.345625, 10.662636, -12.359918], [16.257237, 12.040848, -11.668406], [15.228566, 12.274212, -10.972681], [17.169504, 12.895541, -11.747557], [15.718415, 9.963950, -11.818718], [17.367109, 10.288271, -12.297596], [16.040838, 10.868275, -13.384550], [11.064584, 8.135239, -9.975562], [12.300295, 8.690152, -10.245484], [12.972231, 8.308707, -11.416495], [12.437569, 7.323468, -12.229444], [11.230118, 6.687467, -11.873703], [10.523497, 7.167911, -10.801061], [13.177416, 6.797996, -13.353881], [12.915142, 5.699648, -13.773353], [14.045320, 7.520866, -13.811828], [10.463799, 8.511582, -9.155722], [12.677210, 9.458966, -9.585793], [13.812160, 8.897153, -11.759381], [10.840152, 5.865580, -12.455920], [9.562141, 6.734187, -10.556873], [20.956098, 12.898726, -15.365575], [22.178656, 13.211217, -14.755492], [22.320968, 12.994097, -13.406655], [21.282108, 12.393571, -12.688687], [20.135371, 11.968181, -13.329860], [19.924062, 12.273358, -14.672963], [21.497434, 12.071816, -11.280337], [22.162024, 12.852883, -10.633666], [20.991348, 11.069419, -10.848252], [20.829844, 13.206060, -16.396603], [22.912628, 13.778587, -15.308766], [23.206154, 13.335269, -12.885206], [19.340962, 11.585379, -12.699923], [18.917646, 12.203484, -15.058360], [11.012985, 13.323130, -11.023615], [12.098577, 12.517916, -11.382556], [11.916800, 11.521900, -12.321563], [10.635060, 11.222502, -12.757790], [9.540850, 11.920900, -12.274097], [9.719414, 12.955946, -11.366407], [10.462298, 10.196255, -13.777238], [11.437766, 9.665519, -14.262758], [9.311695, 9.938065, -14.112140], [11.169845, 14.163497, -10.355361], [13.062770, 12.929396, -11.117821], [12.826201, 11.066435, -12.691729], [8.557635, 11.664042, -12.644006], [8.834440, 13.489445, -11.048097], [18.567961, 12.051638, -8.722630], [17.575314, 13.021143, -8.388169], [16.771778, 12.545519, -7.330479], [15.681977, 13.495848, -6.844124], [14.765205, 13.838347, -7.883242], [13.794525, 12.820834, -8.124432], [19.296523, 11.973543, -7.914634], [18.996699, 12.311042, -9.686114], [18.111733, 11.065724, -8.856851], [17.395837, 12.423306, -6.431574], [16.328277, 11.575786, -7.578816], [16.234024, 14.422048, -6.639920], [15.144321, 13.144781, -5.966259], [14.208418, 12.077440, -8.813616], [12.938017, 13.248236, -8.642703], [13.483541, 12.318253, -7.206948], [17.595128, 17.557242, -12.883307], [17.821534, 16.272516, -12.326527], [19.113749, 15.692471, -12.547872], [20.019585, 15.808436, -11.333879], [19.376887, 15.184700, -10.233928], [20.115326, 15.279521, -9.033392], [16.559752, 17.813965, -12.669927], [17.747207, 17.585025, -13.964071], [18.263150, 18.290221, -12.423191], [19.554081, 16.113809, -13.452105], [18.963959, 14.624033, -12.730073], [20.204068, 16.873703, -11.152152], [20.959453, 15.288795, -11.541215], [20.294909, 16.307343, -8.699495], [21.108773, 14.828363, -9.110740], [19.568153, 14.759199, -8.249840], [17.068742, 5.309528, -6.553877], [17.710768, 6.497966, -6.113654], [16.878041, 7.605724, -5.986846], [16.798495, 8.513650, -7.193778], [15.978235, 7.850501, -8.146251], [15.952954, 8.476729, -9.400104], [17.663714, 4.442434, -6.278696], [16.993640, 5.347512, -7.643061], [16.064698, 5.193705, -6.140350], [17.234808, 8.194802, -5.130682], [15.856139, 7.328917, -5.695097], [17.781636, 8.708460, -7.639478], [16.362292, 9.484878, -6.924460], [15.366657, 7.884445, -10.102424], [16.943960, 8.675263, -9.817046], [15.383461, 9.419387, -9.361441], [15.614546, 14.541337, -14.008967], [15.217659, 15.308029, -12.910565], [13.817598, 15.638256, -12.990611], [13.422223, 16.511490, -11.843808], [13.686923, 15.865709, -10.592929], [13.008406, 16.512295, -9.499498], [15.228221, 13.516864, -14.023173], [16.692972, 14.467253, -14.139339], [15.274544, 14.956880, -14.968527], [13.233965, 14.711352, -12.976527], [13.707625, 16.120426, -13.964685], [12.352128, 16.701395, -11.952902], [14.013559, 17.436064, -11.860289], [13.631981, 17.242787, -8.981906], [12.747162, 15.670454, -8.857601], [12.079368, 17.000906, -9.794012]], "forces_ev_per_angstrom": [[0.0, -1.7, -0.7], [0.5, 1.3, 0.7], [-0.9, -0.4, 1.2], [-0.1, 0.1, -0.1], [1.1, 0.5, -0.5], [-0.3, 0.0, -0.3], [0.1, 0.1, -0.4], [0.0, -0.6, -0.1], [-0.2, 0.4, 0.2], [-0.1, -0.2, -0.7], [-0.2, 0.7, 0.0], [-1.3, -0.8, 1.6], [0.7, 0.3, -0.7], [-0.3, -0.4, 0.3], [0.7, 0.7, -0.6], [-0.3, -0.5, 0.0], [0.2, 0.1, 0.0], [0.2, -0.1, 0.1], [0.2, 0.1, -0.2], [0.3, -0.4, 0.1], [0.1, 0.1, -0.2], [0.0, 0.0, -0.1], [0.1, 0.0, -0.3], [-1.0, 0.3, -0.2], [0.1, 0.1, 0.9], [0.8, -0.5, -1.3], [-0.6, 0.4, 0.7], [0.5, 0.7, 0.7], [-0.2, 0.5, -0.4], [0.3, 0.4, 0.3], [-0.4, -0.6, 0.3], [-0.1, -0.1, 0.0], [0.2, -0.2, 0.0], [0.0, -0.2, 0.0], [0.0, -0.2, -0.2], [0.1, -0.4, -0.4], [-0.3, -0.7, 1.0], [-0.7, 1.9, -0.5], [0.7, -0.1, 0.2], [0.6, 0.5, 0.5], [-0.3, -0.3, -0.2], [0.0, 0.0, -0.7], [-1.1, -0.5, -0.8], [0.3, 0.2, 0.3], [0.5, 0.2, 0.3], [0.0, 0.0, -0.1], [0.3, -0.8, 0.0], [-0.3, -0.4, -0.2], [0.0, 0.0, 0.1], [0.2, 0.2, 0.2], [-0.2, -0.4, -0.2], [-0.7, 0.6, -0.1], [-0.4, -0.7, 1.4], [1.0, 0.9, -1.7], [-0.2, 0.3, 0.2], [0.3, -0.6, -0.7], [0.2, 0.1, -0.1], [0.2, 0.3, 0.2], [-0.1, 0.0, 0.1], [0.1, -0.4, -0.1], [0.2, 0.0, -0.2], [-0.4, 0.1, 0.4], [0.2, -0.2, 0.1], [0.0, 0.0, 0.1], [0.0, 0.2, 0.2], [-0.1, 0.2, 0.1], [0.3, 0.1, 0.2], [0.1, -0.3, 0.3], [-0.1, -0.6, 0.0], [-0.2, 0.3, -0.6], [-0.5, 0.3, 0.0], [0.6, 0.0, 0.7], [0.0, 0.0, 0.0], [0.0, -0.2, 0.0], [-0.1, 0.1, 0.0], [0.2, 0.1, 0.1], [-0.3, 0.0, 0.0], [0.2, -0.1, 0.4], [0.1, 0.1, 0.0], [-0.3, 0.2, -0.3], [-0.1, -0.2, -0.3], [-0.1, -0.1, -0.1], [0.0, 0.2, -0.7], [0.1, -0.4, 0.2], [-0.2, 0.8, 0.8], [-0.2, -0.5, -0.5], [0.2, 0.0, -0.2], [-0.7, 0.5, -0.2], [0.2, 0.1, 0.2], [-0.2, -0.2, 0.0], [0.0, 0.1, 0.1], [0.2, 0.0, -0.2], [0.0, -0.2, -0.2], [0.1, -0.1, 0.2], [-0.1, 0.0, 0.1], [0.3, -0.4, 0.1], [0.1, -0.1, 0.1], [0.3, 0.3, 0.2], [0.2, -0.7, -1.7], [-0.3, 0.3, 0.8], [0.9, -0.9, -0.3], [0.5, 0.2, 0.0], [-0.3, 0.4, -0.2], [-0.1, -1.0, 0.1], [-0.1, 0.0, 0.5], [0.1, 0.2, 0.7], [-0.2, 0.4, 0.2], [0.0, 0.0, 0.0], [-0.6, 0.3, 0.2], [0.0, 0.3, 0.1], [-0.4, 0.2, -0.2], [0.1, 0.0, 0.0], [0.1, 0.4, 0.4], [0.1, 0.0, -0.3]]}

***

Q: What is the formula in the second record?
A: C21H57N3O10PSn3